1.
Molecular formula: C51H72BClN13STi
Method: DFT, wB97M-V/def2-TZVPD

* energy above the lowest of the compared OMol25 structures with the same formula, charge and spin: 14.0 kcal per mole
* E_HOMO (spin up / spin down): -7.3 / -7.7 eV
* 2S+1: 2
* lowest unoccupied orbital energy (spin up / spin down): -0.63 / -1.42 eV

The geometry in XYZ format:
```
140
Properties=species:S:1:pos:R:3:forces:R:3
Ti -0.139 -0.039 0.889 -0.528 0.237 0.385
C -0.105 4.670 -2.108 0.004 0.010 0.011
C -0.272 3.906 -0.838 0.056 0.148 0.000
C -0.246 4.391 0.446 -0.025 -0.090 -0.140
C -0.424 3.280 1.276 0.287 0.250 0.278
N -0.540 2.178 0.528 -0.198 -0.491 0.004
N -0.463 2.572 -0.777 -0.165 0.117 -0.201
B -0.942 1.842 -2.078 -0.121 0.414 -0.329
N -2.040 0.797 -1.943 0.023 0.170 0.064
N -1.859 -0.548 -1.815 0.134 0.097 0.094
C -3.041 -1.093 -2.055 -0.397 -0.073 -0.087
C -4.007 -0.107 -2.317 0.091 0.017 0.063
C -3.334 1.083 -2.220 -0.070 -0.056 -0.005
C -3.891 2.460 -2.362 -0.016 0.007 0.019
C -3.353 -2.565 -2.091 -0.067 -0.171 -0.065
C -2.209 -3.438 -1.596 -0.167 0.109 -0.030
C -4.582 -2.837 -1.211 -0.012 -0.030 -0.010
C -3.679 -2.944 -3.542 0.046 -0.032 -0.025
N 0.254 1.426 -2.939 0.030 -0.169 0.055
N 1.515 1.257 -2.471 -0.092 0.314 0.042
C 2.276 1.007 -3.521 0.085 -0.093 -0.265
C 1.504 1.013 -4.701 -0.128 0.058 0.079
C 0.217 1.295 -4.283 0.251 -0.169 -0.104
C -1.037 1.421 -5.081 0.013 -0.019 0.009
C 3.768 0.809 -3.401 0.068 -0.060 -0.044
C 4.456 2.166 -3.601 0.018 -0.001 0.046
C 4.245 -0.164 -4.484 -0.010 0.007 0.005
C 4.146 0.243 -2.033 -0.112 0.107 0.092
C -0.431 3.445 2.787 -0.063 -0.161 0.044
C 0.812 4.244 3.203 0.008 0.022 0.010
C -1.691 4.251 3.140 0.004 -0.024 0.046
C -0.429 2.141 3.575 -0.012 -0.041 -0.191
H 0.297 5.655 -1.877 0.008 -0.005 -0.011
H 0.574 4.161 -2.793 0.007 -0.014 -0.005
H -1.057 4.796 -2.624 -0.017 0.003 -0.003
H -0.124 5.418 0.743 0.022 -0.001 -0.001
H -1.486 2.712 -2.692 0.030 0.078 -0.063
H -5.057 -0.239 -2.513 -0.009 -0.007 0.000
H -4.976 2.408 -2.275 -0.002 0.005 -0.004
H -3.517 3.128 -1.586 0.000 -0.019 0.004
H -3.647 2.901 -3.331 0.026 -0.002 0.013
H -2.186 -3.431 -0.504 -0.298 -0.120 -0.450
H -1.240 -3.111 -1.982 -0.268 -0.132 0.090
H -2.369 -4.473 -1.905 -0.034 0.002 0.007
H -4.458 -2.378 -0.228 0.006 -0.017 0.029
H -5.492 -2.433 -1.656 -0.009 0.034 0.009
H -4.719 -3.914 -1.086 -0.024 -0.009 -0.017
H -2.807 -2.800 -4.184 0.018 -0.003 -0.008
H -3.978 -3.994 -3.598 -0.005 -0.005 -0.009
H -4.492 -2.333 -3.935 -0.003 0.010 -0.001
H 1.826 0.847 -5.714 0.014 -0.024 -0.026
H -0.812 1.277 -6.137 -0.012 -0.006 0.010
H -1.779 0.679 -4.780 -0.020 -0.007 0.019
H -1.491 2.405 -4.955 0.002 0.010 0.014
H 4.170 2.610 -4.556 0.002 0.001 -0.015
H 4.169 2.859 -2.806 -0.009 0.013 0.005
H 5.542 2.052 -3.585 0.016 0.001 0.007
H 4.128 0.259 -5.483 -0.023 0.003 -0.018
H 5.304 -0.392 -4.340 0.013 0.014 -0.014
H 3.683 -1.098 -4.439 0.002 -0.018 0.012
H 3.806 0.897 -1.224 0.081 -0.186 -0.235
H 3.702 -0.743 -1.883 -0.021 -0.047 -0.003
H 5.232 0.141 -1.964 0.022 0.012 0.009
H 0.804 5.259 2.806 0.001 0.010 -0.015
H 0.850 4.308 4.292 0.004 0.017 0.009
H 1.725 3.751 2.859 0.011 -0.013 0.011
H -1.722 5.199 2.602 0.011 0.012 -0.002
H -2.587 3.683 2.893 -0.015 0.015 -0.014
H -1.701 4.465 4.212 -0.012 -0.001 0.014
H 0.547 1.664 3.527 0.011 0.016 0.015
H -0.632 2.352 4.628 -0.022 0.019 -0.002
H -1.212 1.460 3.235 0.170 0.113 0.072
C -1.444 -2.439 5.946 0.006 -0.030 0.013
C -2.148 -1.750 4.973 0.034 0.047 -0.044
C -1.480 -1.166 3.906 -0.034 -0.005 0.075
C -0.103 -1.270 3.807 0.036 0.094 -0.147
C 0.614 -1.954 4.786 -0.036 -0.014 0.065
C -0.061 -2.536 5.844 0.015 0.008 -0.005
N 0.569 -0.611 2.718 0.014 -0.143 0.091
N 1.855 -0.526 2.929 0.198 0.207 0.098
C 2.491 0.383 2.138 -0.040 -0.431 0.335
C 3.855 0.616 2.343 0.032 0.269 -0.117
C 4.441 1.640 1.638 -0.021 -0.051 0.013
C 3.666 2.384 0.743 -0.046 0.041 0.074
C 2.344 2.046 0.550 -0.015 0.035 0.040
N 1.758 1.050 1.234 0.005 -0.134 -0.014
H -1.963 -2.894 6.780 -0.002 -0.002 0.012
H -3.224 -1.648 5.038 -0.021 -0.009 0.005
H -2.040 -0.620 3.160 0.057 -0.017 0.063
H 1.686 -2.036 4.707 0.025 0.008 -0.004
H 0.501 -3.075 6.596 -0.002 0.002 0.009
H 4.386 0.008 3.060 -0.004 0.008 0.019
H 5.491 1.866 1.771 0.010 0.015 0.007
H 4.089 3.200 0.176 0.016 -0.004 -0.017
H 1.739 2.553 -0.186 0.067 -0.031 0.011
Cl 2.858 -3.583 0.222 -0.113 -0.012 0.050
C 1.855 -3.316 -1.196 0.088 0.047 -0.044
C 1.873 -4.316 -2.157 -0.011 0.000 -0.017
C 1.235 -4.108 -3.366 -0.053 -0.003 -0.006
C 0.611 -2.890 -3.606 0.102 -0.016 -0.014
C 0.591 -1.912 -2.631 0.225 0.138 -0.132
C 1.186 -2.101 -1.375 0.204 0.067 0.015
C 1.270 -0.986 -0.397 -0.255 0.185 -0.047
H 2.417 -5.229 -1.961 -0.021 -0.019 0.011
H 1.245 -4.884 -4.120 0.014 -0.007 -0.015
H 0.137 -2.697 -4.560 0.000 0.000 -0.025
H 0.100 -0.969 -2.829 0.141 -0.169 0.011
H 1.443 -0.055 -0.967 0.035 -0.125 0.097
H 2.128 -1.139 0.259 -0.019 0.019 -0.004
C -7.457 1.371 2.002 -0.011 0.014 -0.003
C -6.035 1.344 2.475 -0.032 0.013 0.033
C -5.656 1.875 3.708 0.009 -0.019 -0.006
C -4.319 1.784 4.028 -0.048 0.016 0.043
N -3.416 1.238 3.219 -0.109 0.026 -0.009
C -3.864 0.778 2.051 0.107 0.020 -0.099
S -2.798 0.023 0.886 0.144 -0.076 0.120
N -5.145 0.802 1.655 -0.038 0.020 -0.040
H -8.154 1.488 2.831 -0.004 0.006 0.006
H -7.680 0.457 1.457 -0.002 -0.006 -0.001
H -7.598 2.208 1.315 0.001 0.005 -0.005
H -6.372 2.329 4.377 -0.014 -0.012 0.019
H -3.943 2.160 4.975 0.011 0.012 0.013
C -2.242 -4.385 2.156 -0.059 0.037 -0.013
C -0.754 -4.465 1.826 0.054 -0.114 0.002
C -0.510 -5.279 0.553 0.056 -0.059 -0.004
C -0.020 -5.123 2.995 -0.038 0.029 0.030
N -0.188 -3.106 1.760 -0.029 0.059 -0.137
N -0.889 -2.149 0.964 0.225 0.043 -0.307
H -2.602 -5.376 2.434 -0.007 -0.010 -0.015
H -2.848 -4.045 1.312 0.012 -0.030 0.070
H -2.408 -3.713 3.002 0.009 -0.027 -0.030
H -1.033 -6.236 0.607 -0.004 -0.038 0.012
H 0.555 -5.482 0.430 0.027 -0.010 0.026
H -0.857 -4.763 -0.339 0.149 -0.152 0.118
H -0.306 -6.173 3.079 -0.001 -0.006 -0.008
H -0.256 -4.610 3.929 0.011 -0.027 -0.053
H 1.060 -5.076 2.842 0.026 -0.002 -0.011
H 0.768 -3.134 1.427 0.076 0.004 -0.009
H -1.846 -2.058 1.307 0.103 -0.066 0.099
H -0.956 -2.427 -0.025 0.139 0.230 0.411
```
Forces are in eV/Å.

---

2.
Molecular formula: C20H12AsF6N2O4SZn
Method: DFT, wB97M-V/def2-TZVPD

* energy above the lowest of the compared OMol25 structures with the same formula, charge and spin: 5.5 kcal per mole
* E_HOMO (spin up / spin down): -9.5 / -9.5 eV
* 2S+1: 2
* lowest unoccupied orbital energy (spin up / spin down): -1.05 / -1.71 eV

The geometry in XYZ format:
```
47
Properties=species:S:1:pos:R:3:forces:R:3
Zn -0.318 -0.008 0.513 -0.211 0.064 0.015
O 2.000 2.883 -1.934 -0.010 0.002 -0.001
C 1.180 2.079 -1.266 0.000 0.023 0.016
O 1.349 0.885 -1.158 0.000 -0.004 -0.026
C 0.022 2.781 -0.643 -0.059 -0.015 0.026
C -0.193 4.142 -0.651 -0.006 0.018 0.011
C -1.297 4.624 0.051 0.027 0.036 -0.018
C -2.121 3.749 0.731 -0.031 -0.045 0.038
C -1.822 2.391 0.694 0.050 0.026 -0.032
N -0.790 1.945 -0.001 0.057 0.040 -0.017
C -2.612 1.319 1.451 -0.017 -0.057 -0.014
O -3.675 1.641 1.942 0.008 0.021 -0.002
O -2.060 0.158 1.443 0.013 -0.021 0.029
H 2.740 2.350 -2.262 0.019 -0.015 -0.004
H 0.486 4.803 -1.167 0.005 -0.008 -0.002
H -1.493 5.688 0.078 0.003 -0.002 -0.005
H -2.973 4.078 1.307 -0.003 -0.014 0.001
S -0.113 -3.750 -2.059 -0.005 0.029 0.012
C -1.685 -3.032 -2.188 0.017 -0.005 0.005
C -2.762 -3.443 -2.967 0.014 0.000 0.007
C -3.926 -2.708 -2.890 -0.001 0.000 0.001
C -4.017 -1.592 -2.049 0.000 0.003 0.001
C -2.950 -1.186 -1.277 0.000 -0.001 0.008
C -1.763 -1.915 -1.355 -0.010 0.008 -0.032
N -0.579 -1.652 -0.664 0.028 0.008 0.014
C 0.348 -2.529 -0.934 0.055 -0.045 -0.004
C 1.677 -2.495 -0.328 -0.127 0.098 -0.003
C 2.686 -3.411 -0.638 0.005 -0.004 -0.001
C 3.921 -3.310 -0.021 0.006 -0.002 -0.005
C 4.173 -2.303 0.905 -0.008 -0.019 -0.015
C 3.186 -1.372 1.236 -0.017 0.015 0.034
C 1.992 -1.529 0.601 0.039 -0.071 -0.016
H -2.687 -4.312 -3.606 -0.010 0.003 -0.003
H -4.783 -3.003 -3.481 0.000 0.001 0.000
H -4.947 -1.043 -1.992 -0.002 -0.007 -0.006
H -3.034 -0.353 -0.595 0.006 0.001 0.005
H 2.499 -4.198 -1.360 0.017 -0.005 0.003
H 4.698 -4.023 -0.263 -0.002 0.001 -0.002
H 5.142 -2.237 1.380 -0.004 0.013 0.006
H 3.361 -0.585 1.954 0.007 0.013 0.013
F 0.910 0.927 1.828 0.230 -0.223 -0.036
As 1.611 1.520 3.425 -0.095 0.073 0.050
F 1.355 3.110 2.801 0.003 0.019 -0.002
F 0.011 1.497 4.042 -0.006 -0.009 -0.012
F 2.284 2.081 4.890 0.012 -0.001 -0.025
F 1.816 -0.145 3.843 0.004 0.049 -0.013
F 3.155 1.484 2.634 -0.002 0.008 -0.002
```
Forces are in eV/Å.

---

3.
Molecular formula: C15H47BCsNO6
Method: DFT, wB97M-V/def2-TZVPD

* E_HOMO: -8.4 eV
* lowest unoccupied orbital energy: -0.32 eV

The geometry in XYZ format:
```
71
Properties=species:S:1:pos:R:3:forces:R:3
Cs -17.284 -28.940 -0.339 -0.038 0.033 0.012
B -20.428 -28.087 -1.216 0.402 0.069 0.097
H -21.422 -28.500 -1.139 -3.731 -1.282 0.375
H -19.784 -28.875 -1.576 2.620 -3.017 -0.885
H -20.315 -27.348 -1.994 -0.234 2.735 -2.908
H -20.078 -27.666 -0.286 1.275 1.465 3.554
C -14.630 -27.016 -5.498 0.371 -0.065 -0.367
C -15.491 -28.025 -6.209 -1.174 -0.589 0.443
N -16.489 -28.671 -5.280 0.591 1.343 -0.118
C -17.438 -27.723 -4.609 0.099 -0.902 0.129
C -18.463 -27.037 -5.467 -0.099 0.039 -1.019
C -17.195 -29.755 -5.950 0.427 0.458 -0.342
C -16.305 -30.940 -6.273 0.404 -1.032 0.830
H -15.205 -26.176 -5.108 -0.034 -0.320 0.520
H -13.937 -26.525 -6.180 0.171 -0.288 -0.203
H -14.054 -27.594 -4.775 -0.020 0.607 0.476
H -15.961 -27.575 -7.083 -0.469 0.200 -0.172
H -14.901 -28.842 -6.625 0.230 0.074 0.207
H -17.998 -28.323 -3.893 0.082 -0.236 0.303
H -16.936 -26.953 -4.023 0.397 -0.271 -0.063
H -19.199 -26.484 -4.884 0.346 0.317 0.117
H -17.931 -26.405 -6.179 -0.303 0.412 -0.044
H -19.066 -27.726 -6.058 0.135 -0.228 -0.051
H -17.585 -29.411 -6.908 -0.531 0.147 -0.216
H -18.032 -30.004 -5.299 -0.041 -0.363 -0.159
H -15.687 -31.221 -5.419 0.067 0.244 0.333
H -15.589 -30.847 -7.089 -0.344 0.398 -0.209
H -16.876 -31.852 -6.447 -0.310 0.131 -0.330
C -18.453 -31.416 -2.605 -0.870 0.058 -0.670
O -17.583 -31.938 -1.627 0.488 0.378 0.345
H -18.671 -30.354 -2.491 0.237 -0.040 0.524
H -18.062 -31.482 -3.620 0.130 -0.404 -0.061
H -19.423 -31.907 -2.533 -0.087 0.023 -0.278
H -17.604 -32.894 -1.706 0.091 0.008 0.077
C -21.458 -28.864 -4.367 0.364 0.504 -0.439
O -21.163 -29.799 -3.407 0.275 -1.939 0.631
H -20.608 -28.189 -4.463 -0.180 0.463 -0.173
H -21.535 -29.403 -5.312 -0.484 0.231 -0.115
H -22.353 -28.320 -4.064 -0.199 0.272 -0.593
H -20.966 -29.341 -2.587 -0.074 -0.008 0.170
C -18.794 -24.687 -1.804 -0.956 -1.080 -0.919
O -18.274 -26.025 -1.720 1.727 0.715 0.471
H -19.333 -24.654 -2.750 -0.251 0.384 -0.099
H -19.528 -24.511 -1.018 0.245 0.304 0.163
H -18.022 -23.921 -1.882 0.247 -0.408 0.493
H -18.987 -26.667 -1.761 -0.686 0.236 -0.053
C -23.818 -26.668 -1.502 1.321 -0.464 0.312
O -22.490 -26.081 -1.391 -1.963 0.686 -0.327
H -23.744 -27.728 -1.257 -0.133 -0.117 0.333
H -24.522 -26.186 -0.823 0.217 0.113 0.078
H -24.258 -26.673 -2.499 0.344 0.541 -0.324
H -21.819 -26.765 -1.324 -0.232 -0.293 -0.132
C -20.833 -31.143 0.689 0.182 1.267 1.150
O -19.955 -29.997 0.910 0.137 -1.609 0.177
H -20.751 -31.545 -0.321 -0.135 0.042 0.068
H -20.640 -31.893 1.457 0.558 -0.087 -0.258
H -21.826 -30.789 0.967 -0.368 -0.199 -0.686
H -20.249 -29.321 0.296 -0.254 0.371 -0.159
C -19.179 -25.186 3.275 0.661 -1.603 0.074
C -19.531 -23.926 3.958 0.156 1.381 0.725
C -20.723 -23.400 3.156 0.980 -1.113 0.501
O -20.351 -23.771 1.815 -0.225 1.088 0.173
C -19.598 -25.008 1.830 -0.929 0.962 0.178
H -19.693 -26.017 3.759 0.011 -0.185 -0.142
H -18.105 -25.352 3.355 0.008 -0.314 -0.004
H -18.705 -23.220 3.872 0.014 0.242 -0.274
H -19.630 -24.045 5.037 -0.563 -0.069 0.002
H -20.849 -22.339 3.371 -0.046 0.113 -0.926
H -21.630 -23.920 3.466 -0.280 -0.078 -0.117
H -18.728 -24.897 1.183 -0.195 0.014 -0.232
H -20.304 -25.744 1.444 0.428 -0.464 0.017
```
Forces are in eV/Å.

---

4.
Molecular formula: C11H20HgN2OP
Method: DFT, wB97M-V/def2-TZVPD

* energy above the lowest of the compared OMol25 structures with the same formula, charge and spin: 0.0 kcal per mole
* E_HOMO: -0.7 eV
* net charge: -1
* lowest unoccupied orbital energy: 2.72 eV

The geometry in XYZ format:
```
36
Properties=species:S:1:pos:R:3:forces:R:3
C 3.831 -2.116 -0.783 0.503 -0.090 -2.791
C 4.302 -0.970 -1.576 -0.448 -1.026 0.539
C 3.416 -0.790 -2.652 -0.254 -0.250 0.244
C 2.428 -1.827 -2.606 0.128 0.225 0.016
C 2.670 -2.653 -1.505 1.352 0.332 -0.084
Hg 2.531 -1.076 0.802 -0.552 -1.726 -0.478
P 2.015 0.201 2.859 -0.084 1.336 0.677
H 4.452 -2.693 -0.100 -0.201 0.222 -0.092
H 5.201 -0.389 -1.357 -0.366 -0.141 -0.056
H 3.440 0.019 -3.388 0.039 -0.290 0.294
H 2.132 -3.557 -1.227 0.018 0.339 -0.020
H 1.598 -1.923 -3.316 0.341 0.030 0.387
H 1.560 1.566 2.962 -0.277 0.659 1.193
H 3.216 0.189 3.651 -0.544 0.054 0.207
H 1.089 -0.519 3.668 0.337 0.318 -0.036
C 0.115 2.217 -0.246 0.160 0.315 -0.123
N -1.135 1.572 0.068 -0.018 -0.511 -0.097
C -1.962 2.089 1.133 0.048 -0.264 0.149
C -3.400 1.855 0.736 -0.477 0.528 -0.056
C -3.655 0.378 0.596 -0.104 -0.272 0.272
N -2.530 -0.302 0.009 0.416 -0.001 -0.199
C -2.776 -1.671 -0.352 -0.065 -0.236 -0.063
C -1.305 0.257 -0.315 1.174 -0.927 -0.689
O -0.422 -0.395 -0.908 -1.653 1.155 0.767
H 0.692 2.416 0.665 0.049 -0.020 -0.162
H -0.071 3.161 -0.780 0.032 -0.076 0.244
H 0.676 1.569 -0.913 0.116 -0.073 0.136
H -1.767 1.554 2.085 0.110 0.317 -0.195
H -1.733 3.150 1.271 -0.077 -0.157 -0.004
H -3.590 2.358 -0.216 0.015 0.061 0.076
H -4.078 2.260 1.488 -0.078 0.092 -0.030
H -4.552 0.166 -0.014 0.184 0.185 0.155
H -3.847 -0.052 1.595 -0.006 0.006 -0.176
H -3.188 -2.214 0.513 0.204 0.021 -0.172
H -3.520 -1.728 -1.164 0.154 -0.036 0.083
H -1.833 -2.105 -0.684 -0.173 -0.101 0.085
```
Forces are in eV/Å.